# 1
C38H39N10O4Ta | the ωB97M-V functional and the def2-TZVPD basis

Computed properties:
HOMO energy	-13.19	eV
lowest unoccupied orbital energy	-7.01	eV
charge	+2

Last column: Mulliken charge in e.
Atoms and positions in Å:
Ta 0.76535 0.32317 0.70391  -1.14
C -0.23782 -1.38894 -2.35919  -0.98
C 1.21814 -1.64825 -2.09639  0.69
C 2.10828 -1.71651 -3.16372  -0.97
C 3.43032 -2.06273 -2.95554  -1.05
C 3.86949 -2.39853 -1.68011  -0.75
C 3.02148 -2.34045 -0.58642  1.78
C 3.51198 -2.82217 0.75007  -1.63
C 1.69839 -1.89449 -0.80309  -0.59
N 0.84519 -1.65523 0.33090  1.41
C 0.60972 -2.66896 1.25752  -0.72
O 0.59122 -3.84677 1.04095  -0.58
C 0.40728 -2.06233 2.61626  1.18
C 0.26368 -2.76208 3.79640  -0.83
C 0.13199 -2.03755 4.97700  -0.61
C 0.13430 -0.64538 4.94550  -0.77
C 0.27704 -0.02436 3.72298  1.06
N 0.43641 -0.72891 2.60060  0.24
C 0.28971 1.45876 3.48788  -0.65
O 0.16057 2.27942 4.35036  -0.58
N 0.48113 1.69783 2.13165  1.68
C 0.91999 2.98051 1.64866  -0.72
C 0.05962 3.76367 0.86300  1.02
C -1.40354 3.45487 0.71201  -1.59
C 0.57201 4.91241 0.26905  -0.71
C 1.88712 5.29011 0.47405  -1.02
C 2.69674 4.55923 1.33538  -0.79
C 2.22730 3.41394 1.95924  1.51
C 3.06902 2.74353 3.00879  -1.64
H -0.50106 -1.74539 -3.35447  0.65
H -0.45629 -0.32516 -2.33446  -0.19
H -0.86955 -1.89598 -1.62991  0.34
H 1.74562 -1.53556 -4.16795  0.55
H 4.11223 -2.12544 -3.79347  0.48
H 4.88665 -2.74164 -1.53739  0.53
H 4.59895 -2.78780 0.79246  0.49
H 3.20202 -3.85935 0.89494  0.39
H 3.12815 -2.23773 1.58449  0.18
H 0.25984 -3.84334 3.77454  0.65
H 0.02649 -2.55617 5.92052  0.49
H 0.02583 -0.04355 5.83752  0.66
H -1.77334 2.83063 1.52359  0.24
H -1.60224 2.95734 -0.23399  0.10
H -1.96921 4.38578 0.70993  0.65
H -0.08520 5.53551 -0.32504  0.55
H 2.26714 6.19411 0.01556  0.51
H 3.69654 4.90870 1.56221  0.52
H 4.12083 2.99479 2.88039  0.49
H 2.97295 1.66072 3.01278  0.15
H 2.76056 3.10718 3.99154  0.41
C 3.16100 2.71858 -2.69267  -1.88
C 2.56131 1.92511 -1.58285  0.12
N 1.30549 1.71371 -1.38166  0.43
O 0.39778 2.31635 -2.21163  -0.50
C 3.44604 1.30960 -0.55211  0.11
C 4.92499 1.38804 -0.45173  -1.62
N 2.69281 0.72642 0.28532  2.62
O 2.77916 0.07714 1.40899  -1.06
H 2.48334 2.90925 -3.52205  0.67
H 4.00944 2.16860 -3.10047  0.47
H 3.53663 3.67235 -2.31489  0.36
H 0.82510 3.04836 -2.68199  0.30
H 5.36174 1.92574 -1.28820  0.51
H 5.34585 0.38161 -0.41948  0.30
H 5.20378 1.89428 0.47457  0.24
C -2.36761 1.07217 -1.87863  -1.82
C -2.47211 0.41889 -0.54714  0.81
N -1.53325 0.20264 0.39092  0.99
C -2.22632 -0.35986 1.47122  -0.66
C -3.53236 -0.47975 1.17235  -1.29
N -3.67020 0.00926 -0.10068  0.17
C -4.95877 0.00542 -0.81971  -1.38
N -5.52551 -1.29384 -0.80280  0.69
N -6.36434 -1.64316 0.22184  -0.61
N -6.61086 -2.88491 0.15456  -0.48
C -5.91971 -3.42146 -0.91849  0.13
C -5.86316 -4.73154 -1.39783  -0.72
C -5.05914 -4.96336 -2.48969  -0.58
C -4.32762 -3.92515 -3.10065  -0.68
C -4.38022 -2.62604 -2.64091  -0.50
C -5.20108 -2.40210 -1.53522  1.32
H -1.38011 1.47154 -2.05899  -0.13
H -3.07498 1.90125 -1.93616  0.70
H -2.61044 0.36722 -2.67579  0.21
H -1.77355 -0.62798 2.39885  0.54
H -4.36546 -0.86504 1.73607  0.57
H -4.79408 0.33713 -1.84094  0.71
H -5.64650 0.68195 -0.31602  0.18
H -6.43337 -5.51929 -0.92573  0.45
H -4.98668 -5.96150 -2.89846  0.40
H -3.71573 -4.15734 -3.96216  0.41
H -3.83028 -1.83177 -3.13049  0.38

=====

# 2
C3H6N3OP2 | the ωB97M-V functional and the def2-TZVPD basis

Computed properties:
energy relative to the best compared isomer or geometry (same formula, charge and spin)	0.6521	eV
HOMO energy (alpha / beta)	-12.76 / -12.76	eV
SMILES	[H]/P=N/c1[nH+]c(O)cn1P
lowest unoccupied orbital energy (alpha / beta)	-5.34 / -5.34	eV
charge	+1

Last column: Mulliken charge in e.
Atoms and positions in Å:
C 1.50439 -0.30811 0.18071  -0.42
C 1.39566 1.06097 0.19236  0.44
C -0.65054 0.23589 0.24964  0.34
N -2.01761 -0.06209 0.16521  -0.28
N 0.25332 -0.81208 0.25295  0.06
N 0.08099 1.36807 0.27613  -0.06
O 2.25499 2.06613 0.07806  -0.46
P -3.21623 0.96648 0.00444  0.05
P -0.40991 -2.45892 0.08424  -0.05
H 2.35625 -0.90371 -0.07426  0.38
H -0.15657 2.44225 0.23307  0.35
H 3.10971 1.69863 0.06130  0.33
H -3.93199 -0.20715 0.11642  0.13
H 0.63450 -2.91366 -0.73305  0.08
H -1.20696 -2.17269 -1.08722  0.11